# 1
A molecular structure, C32H57N9O6P2SSiSnTe. Source: the OMol25 dataset; level of theory: ωB97M-V with the def2-TZVPD basis set.

Cartesian coordinates (Å):
Sn1 -0.1973 -0.0247 -0.2325
C1 1.4906 1.4681 5.1877
N1 0.7171 0.8033 4.1748
C2 -0.3805 0.0351 4.3812
C3 -0.7990 -0.3824 3.1504
N2 0.0359 0.1105 2.2062
C4 0.9445 0.8329 2.8451
P1 2.3622 1.7390 2.1475
C5 1.4943 2.6591 0.8431
N3 0.8959 2.1476 -0.2216
C6 0.5203 3.1944 -0.9914
C7 0.9033 4.3567 -0.3848
N4 1.5267 4.0053 0.7674
C8 2.1086 4.8989 1.7331
C9 2.9392 0.3749 1.0976
N5 2.2045 -0.3956 0.3073
C10 3.0474 -1.3027 -0.2332
C11 4.3121 -1.0752 0.2312
N6 4.2312 -0.0131 1.0700
C12 5.3125 0.5853 1.8070
H1 0.9568 1.4188 6.1347
H2 2.4657 0.9922 5.3074
H3 1.6420 2.5138 4.9167
H4 -0.7700 -0.1571 5.3597
H5 -1.6513 -0.9728 2.8896
H6 0.0155 3.0463 -1.9245
H7 0.8044 5.3792 -0.6863
H8 2.1768 5.8968 1.3074
H9 1.4970 4.9426 2.6356
H10 3.1101 4.5583 1.9992
H11 2.6997 -2.0768 -0.8843
H12 5.2343 -1.5767 0.0252
H13 6.2597 0.2048 1.4332
H14 5.2952 1.6693 1.6896
H15 5.2313 0.3477 2.8689
C13 -6.8725 2.8925 -1.3462
C14 -5.6897 2.2335 -2.0474
C15 -5.7657 0.7147 -1.9094
C16 -5.6497 2.6461 -3.5189
O1 -4.4502 2.6848 -1.4699
Si1 -3.8675 2.9579 -0.0117
S1 -2.2548 1.5487 0.5810
O2 -3.0424 4.3232 0.1121
C17 -3.1314 5.6127 -0.5170
C18 -2.2989 6.5567 0.3512
C19 -2.5592 5.4943 -1.9276
C20 -4.5817 6.0799 -0.5671
O3 -4.9700 2.6485 1.1130
C21 -5.0415 2.6640 2.5376
C22 -3.6688 2.9224 3.1487
C23 -5.5673 1.2923 2.9638
C24 -6.0123 3.7831 2.9236
H16 -7.8017 2.5747 -1.8107
H17 -6.8057 3.9745 -1.4239
H18 -6.8854 2.6196 -0.2956
H19 -6.7375 0.3572 -2.2380
H20 -5.6203 0.4423 -0.8659
H21 -4.9983 0.2441 -2.5207
H22 -6.5298 2.2654 -4.0282
H23 -4.7623 2.2504 -4.0063
H24 -5.6400 3.7292 -3.6089
H25 -1.3177 6.1261 0.5329
H26 -2.7884 6.7121 1.3092
H27 -2.1840 7.5162 -0.1437
H28 -1.5206 5.1773 -1.8866
H29 -2.6204 6.4477 -2.4448
H30 -3.1238 4.7481 -2.4802
H31 -5.0080 6.1024 0.4326
H32 -5.1688 5.3994 -1.1761
H33 -4.6387 7.0768 -0.9956
H34 -2.9719 2.1629 2.7896
H35 -3.7165 2.8793 4.2330
H36 -3.2970 3.8950 2.8388
H37 -4.9025 0.5163 2.5883
H38 -6.5603 1.1282 2.5552
H39 -5.6162 1.2245 4.0463
H40 -5.6613 4.7279 2.5163
H41 -6.0828 3.8688 4.0038
H42 -7.0000 3.5813 2.5187
C25 1.6847 -6.1202 -3.3338
C26 1.5416 -4.6284 -3.5770
O4 1.3653 -3.9616 -2.3185
P2 0.3112 -2.8395 -1.9612
O5 0.2523 -2.7298 -0.4909
Te1 0.6522 -0.6756 -2.9935
O6 -1.0856 -3.2256 -2.6463
C27 -1.7005 -4.4563 -2.2382
C28 -2.9051 -4.7208 -3.1183
H43 1.8163 -6.6274 -4.2837
H44 0.8031 -6.5236 -2.8430
H45 2.5505 -6.3200 -2.7100
H46 0.6931 -4.4132 -4.2306
H47 2.4539 -4.2321 -4.0293
H48 -1.9780 -4.3709 -1.1831
H49 -0.9709 -5.2646 -2.3275
H50 -3.6077 -3.8956 -3.0538
H51 -3.3958 -5.6337 -2.7902
H52 -2.5958 -4.8245 -4.1552
N7 -3.4541 -4.4463 1.9815
C29 -3.3419 -3.4722 1.0719
C30 -2.1996 -2.6312 1.0053
N8 -2.1627 -1.6404 0.1552
C31 -3.1749 -1.4419 -0.6765
C32 -4.2688 -2.2964 -0.6492
N9 -4.3446 -3.2818 0.2160
H53 -2.6984 -4.6660 2.6052
H54 -4.2860 -5.0117 1.9899
H55 -1.3264 -2.7944 1.6164
H56 -3.1140 -0.5930 -1.3425
H57 -5.0980 -2.1862 -1.3331

## Properties
F_max ... 1.541 eV/A
E_HOMO ... -12.81 eV
Gap between HOMO and LUMO ... 5.63 eV
Energy above the lowest of the compared OMol25 structures with the same formula, charge and spin ... 20.1 kcal per mole
Net charge ... +2

=====

# 2
4 unconnected molecules or ions with the total composition C7H19NO3. Source: the OMol25 dataset; level of theory: ωB97M-V with the def2-TZVPD basis set.

Cartesian coordinates (Å):
C1 -2.4005 -1.1452 -2.8512
C2 -3.1576 -0.9212 -1.7911
C3 -2.9181 -1.1787 -0.3647
C4 -1.7180 -1.0730 0.1860
C5 -1.2730 -1.3260 1.6194
C6 -0.3334 -0.2595 2.0752
C7 1.1096 -0.4728 1.4941
N1 2.1078 -0.9469 2.4333
H1 -1.4601 -1.6922 -2.9018
H2 -2.7700 -0.9282 -3.8622
H3 -4.1287 -0.4192 -1.9452
H4 -3.8566 -1.4922 0.0913
H5 -0.8809 -0.5453 -0.2592
H6 -0.7899 -2.3284 1.6530
H7 -2.0941 -1.5005 2.3456
H8 -0.6614 0.7539 1.7488
H9 -0.1998 -0.1268 3.1414
H10 1.1445 -1.1685 0.6278
H11 1.5821 0.4138 1.0209
H12 2.2554 -0.3435 3.2385
H13 1.9063 -1.9037 2.6939
O1 0.8257 2.4322 -2.3435
H14 0.1916 2.4986 -1.6127
H15 1.6704 2.3995 -1.8105
O2 2.1605 3.5185 0.0008
H16 2.5196 2.6525 -0.2546
H17 2.8023 4.1402 -0.3555
O3 2.8796 0.6230 -1.2560
H18 3.4208 -0.1251 -1.0106
H19 2.0656 0.4646 -1.7514

## Properties
F_max ... 2.467 eV/A
E_HOMO ... -8.94 eV
Structure (SMILES) ... C=C/C=C/CCCN.O.O.O
Gap between HOMO and LUMO ... 9.48 eV
Energy above the lowest of the compared OMol25 structures with the same formula, charge and spin ... 22.5 kcal per mole
Net charge ... 0

=====

# 3
A single C2H6N2O molecule. Source: the OMol25 dataset; level of theory: ωB97M-V with the def2-TZVPD basis set.

Cartesian coordinates (Å):
H1 -3.1166 -1.1944 -0.5497
N1 -2.2935 -0.6615 -0.7311
C1 -1.2317 -0.8124 -0.0719
C2 0.0359 0.0350 -0.2233
O1 0.6923 -0.0753 1.0337
N2 1.8720 0.6885 1.0397
H2 -1.2340 -1.6181 0.7807
H3 -0.4242 1.0641 -0.6210
H4 0.8995 -0.3073 -1.0241
H5 1.6145 1.4702 1.5597
H6 2.2159 0.9099 0.1157

## Properties
F_max ... 2.966 eV/A
E_HOMO ... -9.38 eV
Structure (SMILES) ... [H]/N=C/CON
Gap between HOMO and LUMO ... 10.45 eV
Energy above the lowest of the compared OMol25 structures with the same formula, charge and spin ... 100.6 kcal per mole
Net charge ... 0

=====

# 4
A gas-phase ion, C7H11N4O (charge +1). Source: the OMol25 dataset; level of theory: ωB97M-V with the def2-TZVPD basis set.

Cartesian coordinates (Å):
O1 -0.3450 1.1324 2.0394
C1 -0.3825 0.0326 0.6859
N1 0.4549 -1.0363 0.9045
C2 1.8243 -0.8614 0.6967
C3 2.4480 -1.9897 1.0425
N2 1.4530 -2.9716 1.2462
C4 0.3379 -2.4159 1.0777
N3 -0.1612 0.9334 -0.4255
C5 -0.1070 0.3703 -1.7728
C6 -1.2377 1.0657 -2.4775
N4 -1.9572 1.8151 -1.7779
C7 -1.6311 1.9707 -0.4820
H1 -0.4411 0.7823 2.9616
H2 -1.3774 -0.5001 0.6910
H3 2.3658 0.0350 0.3864
H4 3.3786 -2.4775 1.1553
H5 -0.6570 -2.7070 1.1028
H6 0.5579 1.5143 -0.0216
H7 -0.2909 -0.7484 -1.6024
H8 0.7330 0.6447 -2.2715
H9 -1.6185 0.9363 -3.5442
H10 -1.1905 2.9020 0.0076
H11 -2.1563 1.5732 0.3776

## Properties
F_max ... 5.473 eV/A
E_HOMO ... -13.13 eV
Structure (SMILES) ... O[C@H](n1ccnc1)[N@H+]1CC=NC1
Gap between HOMO and LUMO ... 9.59 eV
Energy above the lowest of the compared OMol25 structures with the same formula, charge and spin ... 114.7 kcal per mole
Net charge ... +1

=====

# 5
2 unconnected molecules or ions with the total composition C2H3Cl3N2. Source: the OMol25 dataset; level of theory: ωB97M-V with the def2-TZVPD basis set.

Cartesian coordinates (Å):
C1 1.6387 0.4708 -0.2409
C2 0.8684 -0.4978 0.1045
N1 -0.1329 -0.7394 -0.7916
N2 -1.4992 0.6731 0.7336
Cl1 -1.0572 -2.0600 -0.5539
Cl2 -2.5852 -0.4196 1.1632
Cl3 -1.9950 1.7302 -0.5160
H1 2.4418 0.9709 0.3569
H2 1.2198 1.0240 -1.1509
H3 1.1008 -1.1521 0.8952

## Properties
F_max ... 5.813 eV/A
E_HOMO (alpha / beta) ... -9.35 / -8.83 eV
Gap between HOMO and LUMO (alpha / beta) ... 8.26 / 7.71 eV
Energy above the lowest of the compared OMol25 structures with the same formula, charge and spin ... 146.7 kcal per mole
Net charge ... 0

=====

# 6
A single C3H4Cl3NO3 molecule. Source: the OMol25 dataset; level of theory: ωB97M-V with the def2-TZVPD basis set.

Cartesian coordinates (Å):
C1 -2.4850 -0.2289 -0.1824
C2 -1.2024 0.4913 -0.4701
O1 -1.1151 1.6365 -0.7674
O2 -0.1213 -0.3168 -0.1035
N1 1.1095 0.3099 -0.1976
O3 1.3510 1.3885 0.6564
C3 2.0568 -0.7248 0.1853
Cl1 3.6984 -0.1647 0.2402
Cl2 1.8350 -2.0372 -1.0200
Cl3 1.6351 -1.2407 1.9301
H1 -2.5949 -1.2866 -0.5712
H2 -2.6709 -0.3782 0.8527
H3 -3.1856 0.4277 -0.6824
H4 1.6894 2.1240 0.1300

## Properties
F_max ... 2.987 eV/A
E_HOMO ... -10.27 eV
Structure (SMILES) ... CC(=O)ON(O)C(Cl)(Cl)Cl
Gap between HOMO and LUMO ... 10.70 eV
Energy above the lowest of the compared OMol25 structures with the same formula, charge and spin ... 5.1 kcal per mole
Net charge ... 0